Entry from the OMol25 dataset: one molecule with the formula H2N2O3S2 at a distorted geometry (ωB97M-V with the def2-TZVPD basis set).

Computed properties:
frontier orbital gap: 0.3502 Eh
LUMO energy: -0.9 eV
E: -1132.67890 Eh

Last column: Mulliken charge in e.
Positions of all 9 atoms, in Å:
N (2.20, 0.53, -1.35)  -0.382
N (-0.20, 0.34, 0.22)  -0.454
O (1.96, -1.33, 0.43)  -0.524
O (4.11, -0.50, 0.03)  -0.474
O (2.07, 1.19, 1.03)  -0.369
S (2.73, -0.29, -0.10)  1.031
S (1.06, 1.45, -0.10)  0.520
H (0.15, -0.63, 0.25)  0.360
H (-0.79, 0.48, -0.55)  0.291


Entry from the OMol25 dataset: C3H5NO2 as an isolated structure at a distorted geometry (ωB97M-V with the def2-TZVPD basis set).

Computed properties:
frontier orbital gap: 0.4105 Eh
LUMO energy: 0.9 eV
E: -322.48932 Eh

Last column: Mulliken charge in e.
Positions of all 11 atoms, in Å:
O (0.60, 1.74, -0.34)  -0.543
C (0.11, 0.71, 0.43)  0.038
C (-1.13, -0.01, -0.07)  -0.299
N (-0.24, -1.40, 0.36)  -0.419
C (0.82, -0.58, 0.14)  0.441
O (1.86, -0.71, -0.47)  -0.626
H (1.30, 1.30, -0.86)  0.326
H (0.04, 0.92, 1.51)  0.314
H (-2.09, 0.33, 0.38)  0.300
H (-1.21, 0.08, -1.16)  0.196
H (-0.06, -2.36, 0.01)  0.272


Entry from the OMol25 dataset: one molecule with the formula C4H3NO at a distorted geometry (ωB97M-V with the def2-TZVPD basis set).

Computed properties:
frontier orbital gap (alpha / beta): 0.2901 / 0.2901 Eh
LUMO energy (alpha / beta): -0.9 / -0.9 eV
E: -283.90080 Eh

Last column: Mulliken charge in e.
Positions of all 9 atoms, in Å:
C (0.31, 0.19, 0.19)  -0.064
C (0.23, 1.21, -0.45)  0.635
C (-1.73, 0.44, -0.55)  0.055
C (0.75, -1.08, 0.67)  -1.018
N (-0.49, 2.21, -1.04)  -0.494
O (-1.74, 1.63, -1.09)  0.047
H (1.03, -1.28, 1.73)  0.287
H (-0.03, -1.85, 0.49)  0.310
H (1.65, -1.47, 0.04)  0.241


Entry from the OMol25 dataset: C48H61N9OS2Ta as an isolated structure (ωB97M-V with the def2-TZVPD basis set).

Computed properties:
frontier orbital gap: 0.2089 Eh
LUMO energy: -8.9 eV
total charge: +3
E: -3286.54460 Eh

Last column: Mulliken charge in e.
Positions of all 122 atoms, in Å:
Ta (-0.04, -0.10, 0.12)  2.339
C (3.84, -4.29, -2.79)  -1.083
C (4.37, -3.27, -1.77)  -1.260
C (3.29, -2.79, -0.85)  1.071
C (2.80, -3.45, 0.25)  0.478
C (3.29, -4.73, 0.85)  -1.317
C (4.16, -4.49, 2.09)  -1.222
C (1.74, -2.65, 0.77)  0.725
N (1.58, -1.47, 0.04)  -0.113
C (2.55, -1.58, -0.96)  -0.205
C (2.77, -0.63, -1.93)  -1.397
C (2.26, 0.65, -1.89)  0.160
C (2.71, 1.71, -2.73)  0.656
C (3.59, 1.56, -3.94)  -1.291
C (2.78, 1.13, -5.17)  -0.887
C (2.19, 2.86, -2.22)  0.656
C (1.41, 2.48, -1.08)  0.172
C (0.83, 3.38, -0.22)  -0.712
C (0.17, 3.02, 0.93)  -0.725
N (-0.17, 1.70, 1.28)  -0.223
C (-0.90, 1.87, 2.46)  0.800
C (-1.42, 0.85, 3.22)  -0.997
C (-1.10, -0.48, 3.06)  0.101
N (-0.25, -0.94, 2.06)  -0.473
C (0.01, -2.25, 2.44)  -0.008
C (0.96, -3.03, 1.84)  -0.776
C (-0.74, -2.62, 3.61)  0.964
C (-1.44, -1.51, 3.99)  0.898
C (-2.36, -1.35, 5.15)  -1.245
C (-3.83, -1.47, 4.75)  -0.873
C (-0.69, -3.96, 4.27)  -1.256
C (-1.57, -5.00, 3.57)  -0.904
C (-1.02, 3.25, 2.82)  0.949
C (-0.34, 3.96, 1.88)  1.121
C (-0.19, 5.45, 1.79)  -1.255
C (-1.34, 6.08, 1.00)  -1.097
C (-1.69, 3.76, 4.06)  -1.560
C (-0.80, 3.62, 5.30)  -1.204
N (1.41, 1.11, -0.89)  -0.623
C (2.42, 4.27, -2.67)  -1.479
C (3.55, 4.96, -1.90)  -1.239
H (4.65, -4.68, -3.39)  0.468
H (3.11, -3.83, -3.46)  0.230
H (3.35, -5.13, -2.29)  0.297
H (4.82, -2.43, -2.30)  0.425
H (5.17, -3.71, -1.17)  0.484
H (3.87, -5.26, 0.10)  0.435
H (2.45, -5.38, 1.09)  0.414
H (5.04, -3.90, 1.84)  0.357
H (4.50, -5.44, 2.50)  0.437
H (3.61, -3.96, 2.87)  0.287
H (3.50, -0.85, -2.70)  0.587
H (4.38, 0.83, -3.74)  0.492
H (4.10, 2.50, -4.13)  0.453
H (2.26, 0.19, -4.99)  0.097
H (3.43, 1.00, -6.03)  0.515
H (2.04, 1.89, -5.43)  0.232
H (0.96, 4.43, -0.41)  0.719
H (-2.02, 1.12, 4.08)  0.648
H (1.16, -4.00, 2.28)  0.594
H (-2.19, -0.39, 5.63)  0.414
H (-2.12, -2.10, 5.91)  0.422
H (-4.12, -0.65, 4.09)  0.127
H (-4.48, -1.45, 5.62)  0.511
H (-4.01, -2.41, 4.21)  0.204
H (-1.00, -3.85, 5.31)  0.435
H (0.35, -4.31, 4.30)  0.453
H (-2.60, -4.65, 3.49)  0.199
H (-1.57, -5.93, 4.12)  0.495
H (-1.20, -5.21, 2.56)  0.139
H (0.76, 5.71, 1.33)  0.448
H (-0.16, 5.86, 2.80)  0.499
H (-1.37, 5.72, -0.03)  0.212
H (-1.24, 7.17, 0.97)  0.481
H (-2.31, 5.86, 1.47)  0.286
H (-2.64, 3.24, 4.21)  0.433
H (-1.94, 4.81, 3.91)  0.472
H (-0.55, 2.57, 5.50)  0.289
H (-1.32, 4.01, 6.18)  0.444
H (0.13, 4.17, 5.18)  0.349
H (1.49, 4.85, -2.59)  0.438
H (2.66, 4.26, -3.74)  0.544
H (4.47, 4.39, -1.98)  0.346
H (3.31, 5.06, -0.84)  0.285
H (3.73, 5.95, -2.30)  0.451
N (0.28, -3.45, -1.66)  0.187
C (-0.78, -3.25, -0.86)  -0.140
N (-1.13, -2.09, -0.32)  0.821
C (-2.36, -2.23, 0.33)  -1.593
C (-2.85, -3.48, 0.39)  -0.035
S (-1.82, -4.56, -0.47)  -0.211
C (-3.01, -0.98, 0.66)  -0.818
C (-4.26, -0.79, 1.10)  0.255
S (-4.66, 0.89, 1.07)  -0.257
C (-3.09, 1.25, 0.46)  -0.049
N (-2.29, 0.18, 0.32)  0.740
N (-2.78, 2.51, 0.14)  0.285
H (0.85, -2.67, -1.96)  -0.468
H (0.44, -4.34, -2.09)  0.292
H (-3.79, -3.82, 0.81)  0.546
H (-4.99, -1.52, 1.38)  0.584
H (-3.43, 3.25, 0.36)  0.287
H (-1.83, 2.78, -0.06)  -0.581
O (-0.65, -0.09, -1.89)  -0.175
C (-0.55, 0.18, -3.12)  -1.397
C (-0.79, -0.89, -4.13)  -0.626
C (-2.34, -0.83, -4.32)  -0.436
C (-2.98, 0.55, -4.55)  -1.178
C (-2.98, 1.53, -3.35)  0.152
C (-1.66, 2.29, -3.15)  -0.073
N (-0.55, 1.43, -3.59)  0.646
H (-0.50, -1.87, -3.77)  0.020
H (-0.28, -0.67, -5.06)  0.599
H (-2.80, -1.29, -3.44)  0.104
H (-2.58, -1.48, -5.16)  0.597
H (-4.02, 0.36, -4.81)  0.490
H (-2.55, 1.03, -5.43)  0.300
H (-3.21, 0.97, -2.44)  -0.268
H (-3.78, 2.25, -3.47)  0.600
H (-1.49, 2.57, -2.11)  -0.672
H (-1.60, 3.20, -3.74)  0.627
H (-0.47, 1.43, -4.60)  0.636


Entry from the OMol25 dataset: one molecule with the formula C4H7N at a distorted geometry (ωB97M-V with the def2-TZVPD basis set).

Computed properties:
frontier orbital gap: 0.3887 Eh
LUMO energy: 1.1 eV
E: -211.26178 Eh

Last column: Mulliken charge in e.
Positions of all 12 atoms, in Å:
C (-0.19, -0.83, -1.36)  -0.658
C (-0.04, -0.25, -0.01)  1.322
C (1.36, 0.04, 0.47)  -1.103
C (-1.21, 0.71, 0.43)  -1.427
N (-0.44, -1.65, -0.43)  -0.576
H (-0.24, -0.79, -2.42)  0.323
H (1.32, -0.33, 1.50)  0.279
H (1.77, 1.15, 0.33)  0.293
H (1.93, -0.72, -0.06)  0.383
H (-1.54, 0.30, 1.28)  0.366
H (-1.98, 0.70, -0.23)  0.454
H (-0.74, 1.67, 0.49)  0.345


Entry from the OMol25 dataset: one molecule with the formula C3H7N3O (ωB97M-V with the def2-TZVPD basis set).

Computed properties:
frontier orbital gap: 0.2668 Eh
LUMO energy: 0.3 eV
E: -357.91120 Eh

Last column: Mulliken charge in e.
Positions of all 14 atoms, in Å:
C (-0.84, -2.02, 1.83)  -0.784
N (0.16, -1.03, 1.18)  -0.244
C (-0.10, -0.42, -0.17)  0.496
O (-0.71, -1.02, -1.00)  -0.496
N (0.42, 0.84, -0.31)  -0.243
C (0.28, 1.57, -1.49)  0.013
N (0.86, 2.69, -1.59)  -0.615
H (-0.96, -2.78, 1.04)  0.186
H (-1.78, -1.45, 1.83)  0.137
H (1.03, -1.55, 1.12)  0.316
H (0.32, -0.30, 1.88)  0.341
H (0.98, 1.28, 0.41)  0.266
H (-0.34, 1.06, -2.23)  0.349
H (0.67, 3.11, -2.50)  0.277


Entry from the OMol25 dataset: a 2-piece molecular cluster, C5H8O overall at a distorted geometry (ωB97M-V with the def2-TZVPD basis set).

Computed properties:
frontier orbital gap: 0.3724 Eh
LUMO energy: 1.0 eV
E: -270.41691 Eh

Last column: Mulliken charge in e.
Positions of all 14 atoms, in Å:
O (-0.99, 0.76, -2.56)  -0.376
C (-1.00, 0.05, -1.61)  0.076
C (-0.77, 0.50, 0.10)  0.047
C (0.67, 1.05, 0.22)  -0.704
C (1.10, -0.33, 0.79)  -0.463
C (-0.37, -0.79, 0.72)  -0.507
H (-0.82, -1.40, -1.34)  0.162
H (-1.66, 1.08, 0.36)  0.436
H (1.11, 1.34, -0.74)  0.265
H (0.82, 1.87, 0.93)  0.236
H (1.75, -0.92, 0.13)  0.260
H (1.57, -0.28, 1.78)  0.267
H (-0.52, -1.62, -0.28)  -0.093
H (-0.91, -1.31, 1.51)  0.393


Entry from the OMol25 dataset: C2H2CoO2 as an isolated structure at a distorted geometry (ωB97M-V with the def2-TZVPD basis set).

Computed properties:
frontier orbital gap (alpha / beta): 0.2752 / 0.3559 Eh
multiplicity: 6
<S²>: 8.768
LUMO energy (alpha / beta): -12.0 / -13.3 eV
total charge: +2
E: -1609.70312 Eh

Last column: Mulliken charge in e.
Positions of all 7 atoms, in Å:
O (-0.77, -0.75, 0.73)  -0.666
C (-0.43, 0.09, -0.19)  0.115
C (0.80, 0.82, -0.12)  0.162
O (1.75, 0.53, 0.63)  -0.018
Co (-1.31, -2.32, 1.05)  1.625
H (-0.97, 0.08, -1.14)  0.388
H (0.93, 1.56, -0.94)  0.393